{"formula": "C16H22N4O2S", "method": "ωB97M-V/def2-TZVPD", "lumo_ev": 0.4512, "molar_mass_g_mol": 334.4, "total_energy_ev": -37839.8033, "max_force_ev_per_a": 0.796, "species": ["C", "C", "C", "C", "C", "N", "C", "O", "N", "C", "C", "C", "C", "N", "C", "O", "C", "C", "C", "C", "C", "N", "S", "H", "H", "H", "H", "H", "H", "H", "H", "H", "H", "H", "H", "H", "H", "H", "H", "H", "H", "H", "H", "H", "H"], "xyz": [[-2.65179, 0.18775, -3.26679], [-2.24452, 0.98288, -2.03715], [-2.70819, 0.36407, -0.69655], [-4.23165, 0.39336, -0.53913], [-2.24732, -1.03267, -0.60012], [-1.89269, -2.12128, -0.49529], [-2.06836, 1.21114, 0.43448], [-2.66703, 2.15756, 0.90380], [-0.81879, 0.84383, 0.80321], [-0.08336, 1.56831, 1.82844], [0.39677, 0.62500, 2.89644], [1.56398, 0.65346, 3.52808], [2.65677, 1.67034, 3.31848], [3.73363, 1.19897, 2.44740], [3.35482, 0.88697, 1.12842], [3.20674, 1.74388, 0.29505], [3.27909, -0.58325, 0.76307], [2.39257, -0.87111, -0.41225], [1.85406, -2.08379, -0.71835], [1.09798, -2.02143, -1.92695], [0.38492, -3.18258, -2.53569], [1.08251, -0.83827, -2.49336], [1.96211, 0.23555, -1.63731], [-2.28603, 0.68796, -4.16340], [-2.21482, -0.81133, -3.24630], [-3.73446, 0.09288, -3.35516], [-1.15862, 1.09010, -2.01673], [-2.67041, 1.98865, -2.06294], [-4.52380, 0.05116, 0.45193], [-4.57298, 1.41831, -0.66510], [-4.69771, -0.24840, -1.28475], [-0.35293, 0.09479, 0.31463], [0.73952, 2.13083, 1.38402], [-0.79762, 2.28671, 2.23564], [-0.31526, -0.15432, 3.15312], [1.76006, -0.11146, 4.27449], [2.26707, 2.60251, 2.91063], [3.11645, 1.92247, 4.27388], [4.23613, 0.43098, 2.87286], [4.30200, -0.88725, 0.50555], [2.97820, -1.17990, 1.62403], [1.96640, -2.97388, -0.11663], [0.49275, -4.07257, -1.91871], [-0.67706, -2.96100, -2.63214], [0.79085, -3.38592, -3.52686]]}



{"formula": "C2H6N2O", "method": "ωB97M-V/def2-TZVPD", "lumo_ev": 0.8360, "molar_mass_g_mol": 74.1, "total_energy_ev": -7198.6230, "smiles": "CNC(N)=O", "max_force_ev_per_a": 3.492, "species": ["C", "N", "C", "N", "O", "H", "H", "H", "H", "H", "H"], "xyz": [[0.52923, 1.07786, -1.25579], [0.00215, 0.65626, 0.16119], [-0.46801, -0.67629, 0.25584], [-0.50348, -1.34028, 1.43823], [-0.86924, -1.29107, -0.76342], [1.76760, 0.92426, -1.36808], [0.01157, 0.43494, -1.97184], [0.24686, 2.18759, -1.28926], [0.38615, 1.29129, 0.90552], [-0.37460, -0.89718, 2.38413], [-0.72823, -2.36739, 1.50349]]}



{"formula": "C18H51N3O9", "method": "ωB97M-V/def2-TZVPD", "lumo_ev": 0.6462, "molar_mass_g_mol": 453.6, "total_energy_ev": -42386.2141, "smiles": "COCCNCCOC.COCCNCCOC.COCCNCCOC.O.O.O", "max_force_ev_per_a": 2.790, "species": ["C", "O", "C", "C", "N", "C", "C", "O", "C", "H", "H", "H", "H", "H", "H", "H", "H", "H", "H", "H", "H", "H", "H", "H", "C", "O", "C", "C", "N", "C", "C", "O", "C", "H", "H", "H", "H", "H", "H", "H", "H", "H", "H", "H", "H", "H", "H", "H", "C", "O", "C", "C", "N", "C", "C", "O", "C", "H", "H", "H", "H", "H", "H", "H", "H", "H", "H", "H", "H", "H", "H", "H", "O", "H", "H", "O", "H", "H", "O", "H", "H"], "xyz": [[-8.83251, 2.12650, -1.67153], [-7.44218, 1.84124, -1.62580], [-7.17002, 0.50718, -1.33066], [-5.67193, 0.31123, -1.51393], [-4.85907, 1.20145, -0.77273], [-3.40618, 0.94314, -0.94385], [-2.69424, 1.97082, -0.13029], [-2.92689, 3.24824, -0.73400], [-3.50833, 4.20193, 0.17912], [-9.45059, 1.39067, -2.19894], [-8.97914, 3.11810, -2.12524], [-9.21236, 2.05169, -0.62726], [-7.68501, -0.11930, -2.08699], [-7.45454, 0.21203, -0.32985], [-5.55427, 0.31891, -2.59991], [-5.46353, -0.75653, -1.20572], [-5.06792, 2.15479, -1.02452], [-3.19031, 1.08159, -2.03236], [-3.08552, -0.03433, -0.52642], [-1.63158, 1.85132, -0.02059], [-3.15409, 1.87674, 0.86200], [-3.51256, 5.17972, -0.32261], [-2.97252, 4.30361, 1.15763], [-4.48627, 3.86638, 0.48307], [7.00388, 3.71909, 5.31398], [6.19860, 3.82792, 4.14623], [5.13838, 2.88313, 4.19733], [4.48526, 3.05268, 2.75090], [3.37559, 2.17788, 2.51408], [2.25126, 2.30484, 3.43950], [0.89315, 1.86299, 2.90249], [-0.00927, 1.90541, 3.99226], [-1.39185, 1.69814, 3.62466], [7.59502, 2.79099, 5.26068], [6.46173, 3.76910, 6.25034], [7.72446, 4.50564, 5.27637], [4.44625, 3.12499, 4.97779], [5.59234, 1.83898, 4.31713], [5.29971, 2.81640, 2.06103], [4.15845, 4.08291, 2.57956], [3.71509, 1.19738, 2.54583], [2.16198, 3.33042, 3.65703], [2.49315, 1.82257, 4.40318], [1.00312, 0.77237, 2.63080], [0.54015, 2.41225, 2.01798], [-1.53376, 0.71628, 3.24168], [-1.73985, 2.43620, 2.85206], [-2.01012, 1.95557, 4.51375], [-0.81615, -0.87357, -3.38562], [0.44686, -1.33321, -2.86135], [0.50344, -2.76038, -2.76996], [1.91128, -3.02090, -2.22784], [2.05873, -4.38618, -1.79377], [2.30425, -5.39985, -2.84169], [2.81410, -6.76143, -2.27199], [3.19103, -7.61080, -3.30264], [3.71689, -8.80890, -2.80428], [-1.65692, -1.25832, -2.76376], [-1.03317, -1.30967, -4.35263], [-0.80515, 0.19676, -3.31821], [0.39203, -3.15548, -3.76772], [-0.27973, -3.15124, -2.13241], [1.98735, -2.38323, -1.33201], [2.61759, -2.78490, -3.01574], [2.90637, -4.38890, -1.22410], [3.06982, -4.92530, -3.46730], [1.34806, -5.46701, -3.40864], [2.03328, -7.23212, -1.69609], [3.67073, -6.41638, -1.59916], [2.94959, -9.30509, -2.16134], [4.55228, -8.64599, -2.08839], [3.98184, -9.48127, -3.61029], [-0.92886, -0.97435, 0.70056], [-0.85835, -1.78903, 0.18866], [-0.34982, -0.36506, 0.24111], [2.78781, 2.89827, -0.66361], [3.17777, 2.71013, 0.18419], [3.50723, 2.98144, -1.29976], [1.34800, 0.29757, -0.84210], [1.77108, 1.19207, -0.93565], [1.23959, -0.13890, -1.70172]]}



{"formula": "C30H63BrClFN4O8P4S", "method": "ωB97M-V/def2-TZVPD", "lumo_ev": [0.1854, 0.0548], "molar_mass_g_mol": 898.2, "multiplicity": 3, "total_energy_ev": -187740.9446, "max_force_ev_per_a": 2.449, "species": ["C", "C", "C", "C", "C", "C", "F", "O", "C", "P", "N", "O", "C", "P", "O", "N", "Cl", "P", "O", "O", "S", "P", "C", "O", "C", "Br", "C", "C", "H", "H", "H", "H", "H", "H", "H", "H", "H", "H", "H", "H", "H", "H", "H", "H", "H", "H", "H", "H", "H", "H", "H", "H", "H", "H", "H", "C", "C", "C", "C", "C", "C", "N", "O", "C", "C", "C", "H", "H", "H", "H", "H", "H", "H", "H", "H", "H", "H", "H", "H", "H", "H", "H", "H", "H", "C", "C", "C", "C", "C", "C", "N", "O", "C", "C", "C", "H", "H", "H", "H", "H", "H", "H", "H", "H", "H", "H", "H", "H", "H", "H", "H", "H", "H"], "xyz": [[-1.88260, 1.79349, 1.67600], [-0.68940, 2.38743, 1.86492], [0.69376, 1.76415, 1.74740], [1.36797, 1.88519, 0.37307], [1.00145, 3.12619, -0.45856], [0.19211, 2.75795, -1.68914], [1.04901, 2.27382, -2.67328], [1.56742, 2.32175, 2.75707], [1.77065, 3.71017, 2.76223], [3.53736, 3.87392, 2.08665], [4.24701, 5.34330, 2.62672], [4.31742, 2.74182, 2.98964], [1.43981, 4.29417, 4.18206], [2.71628, 3.95406, 5.46305], [2.37372, 4.45898, 6.80690], [0.03589, 3.79816, 4.51538], [-1.26180, 4.89026, 4.76061], [-0.23252, 2.49881, 5.57469], [0.97463, 1.46767, 5.39455], [-1.52594, 1.79238, 4.89205], [-0.63147, 2.87902, 7.41353], [1.33342, 6.22243, 4.04993], [2.71888, 6.97355, 4.97113], [1.64527, 6.54165, 2.45019], [0.55234, 0.27947, 2.16321], [2.33306, -0.42718, 2.68827], [0.02525, -0.65575, 1.06388], [-0.82635, -1.77274, 1.68428], [-2.71085, 1.88722, 2.36775], [-2.05569, 1.13788, 0.82911], [-0.69601, 3.44448, 2.10977], [2.44658, 1.88595, 0.51440], [1.18311, 1.02189, -0.26038], [0.41977, 3.88020, 0.06994], [1.90127, 3.62235, -0.82051], [-0.50092, 1.95610, -1.42307], [-0.39044, 3.59004, -2.07889], [1.15336, 4.27131, 2.06578], [4.57870, 5.82823, 1.80104], [5.08005, 5.11901, 3.16665], [4.48933, 2.01651, 2.37951], [3.87201, 4.58349, 4.97977], [3.03525, 2.59069, 5.47604], [0.65904, 0.57176, 5.55950], [-1.39425, 0.84088, 4.83329], [2.71310, 8.02323, 4.66897], [2.47527, 6.95726, 6.02881], [3.71354, 6.59009, 4.77143], [2.44424, 7.08109, 2.40555], [-0.04260, 0.20999, 3.06416], [0.88928, -1.12766, 0.60783], [-0.52390, -0.08014, 0.32920], [-0.46541, -2.02062, 2.67892], [-0.77007, -2.66641, 1.07017], [-1.86217, -1.44311, 1.72125], [2.39804, -1.16915, -3.40315], [3.71386, -0.58721, -3.95828], [3.45600, 0.03656, -5.32735], [3.18384, -1.00602, -6.41025], [4.30663, -2.04347, -6.46853], [4.66399, -2.66370, -5.11423], [4.77925, -1.63308, -4.03645], [5.94170, -1.06501, -4.10224], [3.61816, -3.72654, -4.72721], [5.97618, -3.42772, -5.25337], [4.10738, 0.49255, -2.96043], [1.75308, -0.35647, -3.06757], [1.81873, -1.72550, -4.13579], [2.58915, -1.82064, -2.54892], [4.32350, 0.63560, -5.62252], [2.61401, 0.72805, -5.25291], [2.22155, -1.49675, -6.24150], [3.10182, -0.50932, -7.37880], [4.03539, -2.84183, -7.16243], [5.19646, -1.56205, -6.88605], [3.78145, -4.07694, -3.70757], [3.70338, -4.58719, -5.39048], [2.59010, -3.38311, -4.81221], [6.77299, -2.80526, -5.65428], [5.83467, -4.26212, -5.93972], [6.30335, -3.82753, -4.29287], [4.25788, 0.06781, -1.96574], [3.30759, 1.22955, -2.90012], [5.01439, 1.02091, -3.24745], [-7.45782, -3.32697, 1.41090], [-6.19710, -2.67853, 0.80601], [-6.56938, -1.93182, -0.47283], [-6.92816, -2.86951, -1.62342], [-5.81073, -3.88314, -1.87201], [-5.33867, -4.62460, -0.61786], [-5.13645, -3.69975, 0.54166], [-3.98810, -3.11121, 0.43163], [-6.34329, -5.73227, -0.24827], [-4.03936, -5.35530, -0.93887], [-5.71977, -1.69022, 1.86395], [-8.07809, -2.56106, 1.87570], [-8.09307, -3.81907, 0.67930], [-7.19299, -4.05301, 2.18021], [-5.73111, -1.29826, -0.78066], [-7.40434, -1.25954, -0.26494], [-7.87153, -3.38419, -1.42333], [-7.09200, -2.28455, -2.53018], [-6.13570, -4.61535, -2.61377], [-4.96063, -3.35381, -2.31404], [-6.09303, -6.17620, 0.71570], [-6.31058, -6.52462, -0.99567], [-7.37638, -5.39557, -0.21379], [-3.28195, -4.68751, -1.34370], [-4.23447, -6.12205, -1.68781], [-3.63041, -5.84091, -0.05204], [-5.48149, -2.20145, 2.79790], [-6.51041, -0.96753, 2.06240], [-4.84168, -1.13228, 1.54385]]}



{"formula": "C5H6O", "method": "ωB97M-V/def2-TZVPD", "lumo_ev": 0.9965, "molar_mass_g_mol": 82.1, "total_energy_ev": -7325.6526, "smiles": "C1=C[C@@H]2C[C@@H]2O1", "max_force_ev_per_a": 8.068, "species": ["C", "C", "C", "C", "C", "O", "H", "H", "H", "H", "H", "H"], "xyz": [[-0.89165, -1.09734, 0.16079], [-0.02695, -0.98664, -0.87480], [0.42981, 0.47825, -0.91749], [1.30382, 0.71492, 0.07912], [-0.10401, 0.82799, 0.46817], [-0.79327, -0.11883, 1.06936], [-1.47033, -1.92517, 0.56804], [-0.13957, -1.57021, -1.90371], [0.38413, 1.22764, -1.79857], [1.62409, 1.83884, 0.02451], [1.94958, -0.18075, 0.44472], [-0.26782, 1.93729, 0.61544]]}